Entry from OMol25: a molecular structure, C26H21CrN6O3S (wB97M-V/def2-TZVPD).

Positions of all 58 atoms, in Å:
Cr 11.3064 17.3279 5.8875
C 8.2345 15.4008 6.2772
C 8.0089 16.9322 6.4600
C 6.7315 17.5080 6.7252
C 6.5638 18.8404 6.9166
C 7.7034 19.6530 6.8365
C 8.9213 19.0753 6.6072
N 9.1227 17.7001 6.3192
C 10.1079 19.9341 6.6517
C 10.1002 21.1962 7.1880
C 11.2555 21.9066 7.2706
C 12.3997 21.3273 6.7771
C 12.3946 19.9999 6.3466
N 11.2671 19.2839 6.3170
C 13.5891 19.2646 6.0051
C 14.8847 19.8192 6.1351
C 15.9954 19.0486 5.9004
C 15.8210 17.7702 5.5144
C 14.5357 17.2217 5.3765
C 14.3587 15.7748 4.9470
N 13.4207 17.9601 5.6703
H 7.3895 14.8087 6.7047
H 9.1600 15.2281 6.8472
H 8.4119 15.1503 5.2430
H 5.8383 16.8461 6.7485
H 5.6204 19.3884 6.9738
H 7.6044 20.7442 6.8542
H 9.1964 21.6485 7.5366
H 11.2552 22.9139 7.6738
H 13.3789 21.8422 6.8202
H 15.0121 20.8612 6.4150
H 16.9911 19.4557 5.8856
H 16.6834 17.1220 5.3474
H 15.2181 15.3923 4.4031
H 13.4594 15.5989 4.3306
H 14.1706 15.1349 5.8513
O 9.6130 8.1134 3.2446
S 10.9776 8.6117 3.2335
O 11.1440 9.8718 2.5312
O 11.9624 7.5966 2.8914
C 11.2484 9.0480 4.9239
N 11.5941 8.2034 5.9081
C 11.7796 8.7573 7.0843
C 11.7823 10.1005 7.3034
C 11.4995 10.9230 6.2089
N 11.1187 10.3596 5.0409
C 11.4781 12.4252 6.1077
C 11.1181 13.0357 4.8964
C 11.1167 14.4045 4.7485
N 11.3888 15.1955 5.8207
C 11.7208 14.6570 7.0119
C 11.7328 13.2946 7.1754
H 12.0476 8.1085 7.9205
H 12.1076 10.4446 8.3283
H 10.9070 12.2691 4.1042
H 10.7674 14.8387 3.7878
H 11.9389 15.3889 7.8015
H 11.9723 12.8323 8.1560

Cartesian forces (eV/Å) of the 2 atoms listed first:
-0.2 -0.7 -0.1
-0.5 1.4 1.4

Computed properties:
HOMO-LUMO gap (alpha / beta) = 3.449 / 3.288 eV
HOMO level (alpha / beta) = -0.3180 / -0.3181 Ha
expectation value of S² = 6.01
total charge = +1
multiplicity = 5


Entry from OMol25: a molecular structure, C43H41N3O7PReS (wB97M-V/def2-TZVPD).

Positions of all 97 atoms, in Å:
Re 0.5306 -0.6641 -1.3306
O -2.8686 2.1909 -2.2178
C -2.1180 3.1364 -2.8374
C -2.6537 4.3898 -3.1238
C -1.8939 5.3556 -3.7549
C -0.5776 5.0898 -4.1166
C -0.0450 3.8471 -3.8441
C -0.7950 2.8535 -3.2044
C -0.1401 1.5685 -2.9194
O -0.6831 0.7638 -2.0458
N 0.9594 1.2579 -3.5589
N 1.3737 0.0409 -3.1200
C 2.1039 -0.7062 -3.8619
C 2.1752 -2.0761 -3.4012
C 2.9058 -3.0646 -4.0440
C 2.8086 -4.3709 -3.6049
C 1.9562 -4.6597 -2.5476
C 1.2581 -3.6305 -1.9529
N 1.3780 -2.3533 -2.3393
H -3.7695 2.5204 -2.1232
H -3.6806 4.5993 -2.8443
H -2.3324 6.3224 -3.9649
H 0.0210 5.8439 -4.6074
H 0.9749 3.6144 -4.1166
H 2.5036 -0.3707 -4.8108
H 3.5300 -2.7964 -4.8850
H 3.3722 -5.1564 -4.0895
H 1.8213 -5.6699 -2.1893
H 0.5729 -3.8189 -1.1400
O -1.1227 -1.7974 -3.1933
C -1.1628 -1.7275 -1.9835
C -2.3029 -2.2375 -1.2004
C -3.3891 -2.8799 -1.7861
C -4.4375 -3.2803 -0.9776
C -4.4098 -3.0168 0.3900
C -3.3297 -2.3645 0.9663
C -2.2558 -1.9974 0.1638
P -0.7412 -1.1572 0.7224
C -1.5223 0.0220 1.8504
C -1.5393 -0.1191 3.2324
C -2.2481 0.7912 4.0030
C -2.9397 1.8308 3.3961
C -2.9251 1.9640 2.0153
C -2.2181 1.0605 1.2357
C 0.1827 -2.6214 1.3869
C -0.3383 -3.3236 2.6108
C 0.2905 -4.2060 3.3915
C 1.7052 -4.5910 3.4084
C 2.7194 -3.7985 3.0608
C 2.5066 -2.3904 2.5535
H -3.4011 -3.0390 -2.8564
H -5.2938 -3.7823 -1.4082
H -5.2467 -3.3143 1.0085
H -3.3393 -2.1267 2.0230
H -0.9929 -0.9224 3.7111
H -2.2621 0.6859 5.0802
H -3.4891 2.5395 4.0025
H -3.4556 2.7798 1.5407
H -2.2141 1.1640 0.1543
H -1.4002 -3.1881 2.7846
H -0.3268 -4.7072 4.1306
H 1.9211 -5.5761 3.8054
H 3.7343 -4.1703 3.1487
H 3.4762 -1.9795 2.2762
C -1.4228 6.5066 1.7647
C -0.6300 5.2507 1.5306
C -0.4102 4.7675 0.2465
C 0.3137 3.6017 0.0388
C 0.8134 2.9100 1.1251
C 0.6206 3.3796 2.4195
C -0.0955 4.5452 2.6107
S 1.7043 1.4073 0.9266
O 1.4507 1.0015 -0.5304
O 3.0975 1.6525 1.1476
O 1.0660 0.4140 1.7685
H -1.7507 6.9492 0.8253
H -0.8287 7.2483 2.3003
H -2.3071 6.3009 2.3713
H -0.8001 5.3066 -0.6096
H 0.5002 3.2434 -0.9611
H 1.0196 2.8327 3.2647
H -0.2518 4.9143 3.6176
C 1.9718 -1.5181 3.7122
C 1.7022 -2.5525 1.2298
O 2.0661 -1.6210 0.1468
C 3.4379 -1.8697 -0.2727
C 4.0964 -0.6379 -0.8390
H 1.4102 -2.1151 4.4261
H 1.3632 -0.6910 3.3789
H 2.8261 -1.0951 4.2409
H -0.1535 -3.2731 0.5675
H 2.0075 -3.5273 0.8373
H 3.4357 -2.7006 -0.9839
H 3.9923 -2.2061 0.5999
H 3.5703 -0.2425 -1.7039
H 5.1048 -0.9142 -1.1530
H 4.1599 0.1523 -0.0941

Cartesian forces (eV/Å) of the 2 atoms listed first:
0.2 0.1 -0.1
0.0 0.0 0.0

Computed properties:
HOMO-LUMO gap (alpha / beta) = 7.380 / 6.447 eV
HOMO level (alpha / beta) = -0.3998 / -0.4003 Ha
expectation value of S² = 0.77
total charge = +1
multiplicity = 2


Entry from OMol25: C17H17F2N3O2S in the gas phase (wB97M-V/def2-TZVPD).

Positions of all 42 atoms, in Å:
C -2.5729 -1.4267 1.4036
H -2.3246 -0.3976 1.6562
H -3.5028 -1.6923 1.9006
H -2.7239 -1.4911 0.3294
C -1.4497 -2.3708 1.8368
C -0.1526 -1.9899 1.1846
C 0.6339 -0.9792 1.7233
C 1.8190 -0.5996 1.1253
C 2.2299 -1.2128 -0.0543
C 1.4606 -2.2401 -0.5907
C 0.2842 -2.6210 0.0265
H -0.3058 -3.4188 -0.4001
H 1.7949 -2.7418 -1.4879
N 3.4219 -0.8387 -0.7031
C 4.0551 0.3648 -0.6175
N 3.3129 1.4978 -0.5867
N 1.9360 1.5484 -0.7350
C 1.1425 2.1288 0.2047
O 1.6186 2.7385 1.1410
C -0.3328 2.0338 -0.0141
C -1.0936 2.8573 0.8154
C -2.4722 2.8820 0.7549
C -3.1217 2.0682 -0.1541
C -2.3940 1.2315 -0.9844
C -1.0109 1.2027 -0.9154
O -0.2437 0.3486 -1.7312
C -0.8178 -0.4887 -2.6051
F -1.6797 -1.3618 -2.0385
F -1.5329 0.1525 -3.5612
H -0.0219 -1.0666 -3.1013
H -2.9295 0.6076 -1.6809
H -4.1981 2.0721 -0.2254
H -3.0333 3.5310 1.4086
H -0.5549 3.4800 1.5139
H 1.5498 0.9936 -1.4843
H 3.7763 2.3664 -0.3534
S 5.6971 0.4754 -0.7209
H 4.0308 -1.5958 -0.9857
H 2.4358 0.1578 1.5850
H 0.3247 -0.4893 2.6348
H -1.3399 -2.3224 2.9221
H -1.7149 -3.3937 1.5644

Cartesian forces (eV/Å) of the 2 atoms listed first:
0.0 -0.2 0.1
0.0 0.1 0.0

Computed properties:
HOMO-LUMO gap = 8.350 eV
HOMO level = -0.2994 Ha
SMILES string = CCc1ccc(NC(=S)NNC(=O)c2ccccc2OC(F)F)cc1


Entry from OMol25: C6H6 in the gas phase (wB97M-V/def2-TZVPD).

Positions of all 12 atoms, in Å:
C -1.3336 0.9824 0.8064
C 2.5454 0.3694 -0.2288
C -1.2686 1.0885 -0.4944
C 1.3619 0.5420 -0.0763
C -0.1116 0.2584 0.1096
C -0.2360 -1.2651 -0.0081
H -1.7892 1.1523 1.7506
H -1.8741 1.2618 -1.3342
H 3.5515 0.4221 -0.0463
H -0.0399 -1.7751 0.9149
H 0.3562 -1.6176 -0.8207
H -1.1619 -1.4190 -0.5726

Cartesian forces (eV/Å) of the 2 atoms listed first:
-0.7 0.6 0.8
-0.9 0.4 0.5

Computed properties:
HOMO-LUMO gap (alpha / beta) = 5.423 / 5.371 eV
HOMO level (alpha / beta) = -0.1626 / -0.3311 Ha
expectation value of S² = 2.02
multiplicity = 3


Entry from OMol25: a molecular structure, C19H25FeN2O3 (wB97M-V/def2-TZVPD).

Positions of all 50 atoms, in Å:
O -3.1793 -1.0045 5.7185
C -2.6752 -1.3612 4.7240
Fe -2.3141 -1.3965 2.9868
C -3.9967 -1.2115 2.4426
O -5.0006 -0.7853 2.0167
C -2.0270 0.3489 2.9639
O -2.1319 1.5113 2.9301
C -0.4123 -1.3117 -0.0104
C 0.7182 -1.3502 1.0032
C 0.6471 -1.3619 2.3555
C -0.2966 -1.9316 3.3017
C -1.1062 -3.0564 2.9502
C -1.7601 -2.9880 1.6953
C -1.6972 -1.8788 0.7969
H -0.2309 -2.0092 -0.8963
H 1.7132 -1.3872 0.5565
H 1.5063 -0.8873 2.8798
H -0.0666 -1.7980 4.3771
H -1.2326 -3.9012 3.6425
H -2.5081 -3.7858 1.5761
H -2.5765 -1.8410 0.1110
C 4.0345 1.4569 -0.5858
C 3.9523 2.8590 -1.2228
C 2.6938 2.8488 -2.0984
N 1.9247 1.6868 -1.6458
C 0.9286 1.2938 -2.6013
C 0.0286 0.0913 -2.1767
C -1.3001 0.1488 -2.9377
C -2.4294 0.2323 -1.9008
C -1.8092 0.7353 -0.6069
N -0.4432 0.0790 -0.6721
C 2.8609 0.6463 -1.1573
H 4.9865 0.9669 -0.7947
H 3.9195 1.5336 0.4980
H 3.8784 3.6351 -0.4580
H 4.8268 3.0595 -1.8452
H 2.0706 3.7480 -2.0067
H 3.0034 2.7641 -3.1624
H 0.3690 2.1877 -2.9675
H 1.4203 0.9847 -3.5622
H 0.6570 -0.8198 -2.3218
H -1.3585 1.0154 -3.6097
H -1.3897 -0.7204 -3.5894
H -3.2288 0.8855 -2.2561
H -2.8685 -0.7426 -1.6820
H -1.6776 1.8258 -0.6581
H -2.2838 0.4383 0.3402
H 0.2695 0.5694 -0.1033
H 3.2056 -0.0492 -1.9543
H 2.3860 0.0266 -0.3828

Cartesian forces (eV/Å) of the 2 atoms listed first:
1.8 -1.4 -3.2
-2.7 1.9 7.2

Computed properties:
HOMO-LUMO gap (alpha / beta) = 6.631 / 6.571 eV
HOMO level (alpha / beta) = -0.3390 / -0.4294 Ha
expectation value of S² = 6.12
total charge = +1
multiplicity = 5


Entry from OMol25: C3H6N2S2 in the gas phase (wB97M-V/def2-TZVPD).

Positions of all 13 atoms, in Å:
C -2.7886 -0.3886 -0.2401
C 0.2010 0.2928 -0.0095
C 2.8692 0.7294 0.5832
N -3.9358 -0.7712 0.1359
N 0.2263 -0.8556 -0.3600
S -1.8960 0.7349 0.6548
S 1.2836 1.5417 0.3028
H -2.3777 -0.6510 -1.3098
H 3.2272 0.7814 1.6042
H 3.5944 1.3024 -0.0712
H 2.9225 -0.2338 0.2398
H -4.3373 -1.3898 -0.6374
H 1.0112 -1.0928 -0.8927

Cartesian forces (eV/Å) of the 2 atoms listed first:
0.2 -1.0 -3.2
-3.9 1.5 1.9

Computed properties:
HOMO-LUMO gap = 8.967 eV
HOMO level = -0.3230 Ha
SMILES string = [H]/N=C/S/C(=N/[H])SC


Entry from OMol25: a molecular structure, C15H34BrMnN2O3 (wB97M-V/def2-TZVPD).

Positions of all 56 atoms, in Å:
Mn -4.0584 0.7730 -0.3499
Br -2.2378 2.1093 0.9366
C -4.8009 3.3280 -2.5130
O -3.9829 2.3555 -2.0257
C -2.9290 1.8490 -2.9224
C -1.9589 0.8024 -2.2975
N -2.6027 -0.3429 -1.7274
C -1.6799 -1.0988 -0.9538
C -2.4421 -2.0738 -0.0364
O -3.3633 -1.2645 0.7816
C -4.3834 -2.0512 1.3698
H -4.2213 4.1616 -2.9097
H -5.4711 3.7022 -1.7391
H -5.3736 2.8479 -3.3065
H -2.3906 2.7419 -3.2404
H -3.3720 1.3956 -3.8091
H -1.2661 1.3038 -1.6216
H -1.2152 0.4750 -3.0240
H -2.6437 -0.9766 -2.5129
H -1.0638 -0.4925 -0.2897
H -0.9974 -1.6384 -1.6104
H -1.8544 -2.6476 0.6802
H -3.0350 -2.8169 -0.5697
H -3.9118 -2.5699 2.2045
H -4.8214 -2.8155 0.7279
H -5.1579 -1.4267 1.8150
C 4.0557 1.1461 -0.0554
C 2.8138 0.2481 -0.2761
C 3.2963 -1.2294 -0.4974
C 3.7997 -1.9860 0.8004
C 2.7949 -1.8080 1.9447
C 2.2606 -0.3913 2.2117
N 1.8781 0.2450 0.8865
O 1.3437 1.5037 1.0062
C 0.9268 -0.4667 3.0710
C 3.3650 0.3975 2.9252
C 2.1087 0.7294 -1.5772
H 3.9238 2.0766 0.4967
H 4.4215 1.4741 -1.0284
H 4.7987 0.5138 0.4307
H 2.4799 -1.8581 -0.8527
H 4.1137 -1.3250 -1.2122
H 4.7409 -1.5042 1.0651
H 4.0576 -3.0158 0.5533
H 3.2473 -2.2769 2.8185
H 1.9547 -2.4222 1.6209
H 1.1266 -0.8024 4.0885
H 0.4352 0.5055 3.0370
H 0.2431 -1.2592 2.7663
H 4.3450 0.2017 2.4901
H 3.2488 1.4806 2.8881
H 3.4473 0.1884 3.9918
H 2.5871 0.3674 -2.4872
H 1.9624 1.8092 -1.6012
H 1.0710 0.3957 -1.5690
H 0.3863 1.4327 1.0075

Cartesian forces (eV/Å) of the 2 atoms listed first:
2.1 0.4 0.5
-1.1 -0.6 -0.4

Computed properties:
HOMO-LUMO gap (alpha / beta) = 5.571 / 5.369 eV
HOMO level (alpha / beta) = -0.3722 / -0.3722 Ha
expectation value of S² = 8.75
total charge = +1
multiplicity = 6


Entry from OMol25: a molecular structure, C49H56NO2P4RuS4 (wB97M-V/def2-TZVPD).

Positions of all 117 atoms, in Å:
Ru -0.6019 0.6638 -0.5200
S -1.3450 4.2718 -3.0187
C -1.0956 2.7420 -2.5901
S -2.3253 1.7708 -1.7214
S 0.1940 1.5790 -2.7816
C -1.2633 4.4448 1.1802
P -1.9780 2.7706 0.6915
C -3.5702 3.6491 0.1757
C -2.6210 2.1060 2.2679
C -3.0587 2.9278 3.3620
C -3.4084 2.3124 4.5443
C -3.3546 0.9164 4.7077
C -3.1189 0.1426 3.6063
C -2.6719 0.7187 2.4068
P -2.0128 -0.3232 1.0561
C -0.9417 -1.3891 2.2031
C -4.6780 -1.6108 1.3219
H -1.9707 5.0250 1.7691
H -1.0308 4.9083 0.1959
H -0.3330 4.2686 1.7246
H -3.8462 4.4162 0.9125
H -4.3872 2.9493 0.0582
H -3.3605 4.1536 -0.7727
H -3.0607 4.0344 3.1896
H -3.6478 2.9532 5.3803
H -3.6136 0.4343 5.6406
H -3.2098 -0.9197 3.7118
H -1.4966 -1.9820 2.9559
H -0.3455 -0.6865 2.7725
H -0.2957 -2.0456 1.6276
H -4.6193 -1.8178 2.4036
H -5.2729 -2.4844 0.9067
H -4.9774 0.5910 1.4870
C -0.2375 -6.9919 0.9441
S 1.2159 -6.2774 0.0668
C 0.5096 -5.9675 -1.5834
C 0.5674 -4.4732 -1.9235
C -0.1829 -3.6818 -0.8376
N -0.2134 -2.2659 -1.1420
P -1.7206 -1.3666 -1.6427
C -2.0317 -2.2395 -3.1705
C -2.6492 -3.4985 -3.2055
C -2.5049 -4.2887 -4.3437
C -1.8313 -3.7844 -5.4624
C -1.3248 -2.4653 -5.4323
C -1.4115 -1.6707 -4.2893
C -3.3430 -1.6437 -0.8783
C -3.3153 -1.6480 0.6486
C -5.5136 -0.3370 1.1963
C -6.1226 -0.1443 -0.1382
C -5.6964 -0.7387 -1.2806
C -4.4609 -1.4131 -1.6324
P 1.0970 -1.0993 -0.8375
C 2.2822 -0.6380 -2.1677
C 2.2396 -1.1084 -3.4836
C 3.2010 -0.6467 -4.3995
C 4.2410 0.1872 -3.9923
C 4.3792 0.5274 -2.6319
C 3.3861 0.1290 -1.7319
C 2.2185 -1.8625 0.3714
C 3.1450 -2.8188 -0.0934
C 4.0161 -3.4712 0.8035
C 4.0249 -3.0766 2.1525
C 3.1631 -2.0597 2.5690
C 2.2567 -1.4175 1.7404
H 0.1487 -7.8948 1.4726
H -1.0128 -7.2666 0.2299
H -0.5481 -6.2443 1.6814
H -0.5682 -6.2277 -1.5592
H 0.9958 -6.5697 -2.3667
H 0.0912 -4.3181 -2.9338
H 1.6374 -4.1812 -2.0153
H 0.3194 -3.8108 0.1390
H -1.2486 -4.0475 -0.6961
H -3.2351 -3.7782 -2.3390
H -2.9762 -5.2676 -4.3971
H -1.7090 -4.3895 -6.3452
H -0.8814 -2.0263 -6.3269
H -1.0809 -0.6017 -4.2736
H -2.8318 -2.5854 0.9561
H -6.3736 -0.4396 1.9218
H -6.9937 0.5318 -0.2341
H -6.4070 -0.6931 -2.1457
H -4.3647 -1.6589 -2.6738
H 1.4744 -1.8021 -3.7895
H 3.1463 -0.9842 -5.4287
H 4.9277 0.5871 -4.7354
H 5.1563 1.2189 -2.2850
H 3.4735 0.3662 -0.6529
H 3.2486 -3.0607 -1.1527
H 4.7168 -4.2224 0.4614
H 4.7542 -3.5047 2.8567
H 3.2438 -1.7007 3.5995
H 1.6601 -0.5576 2.0829
C 5.5429 7.1095 2.3942
C 4.6293 5.9943 2.0059
C 4.3610 4.9665 2.9134
C 3.5323 3.8819 2.6213
C 3.3043 2.7579 3.5890
C 2.9539 3.8336 1.3197
C 3.2928 4.7936 0.3525
C 2.9611 4.6420 -1.1019
C 4.1011 5.8734 0.7287
C 2.0995 2.6284 0.9664
O 2.3334 1.5436 1.4833
O 1.2047 2.7704 0.0696
H 6.6031 6.7964 2.4217
H 5.3389 7.4667 3.4170
H 5.4308 7.9403 1.7001
H 4.7579 5.0139 3.9466
H 3.6059 3.1270 4.5795
H 3.9734 1.8957 3.3535
H 2.2616 2.4422 3.5490
H 2.9939 3.5664 -1.3350
H 3.6338 5.1984 -1.7521
H 1.9581 5.0170 -1.2733
H 4.2983 6.6311 -0.0473

Cartesian forces (eV/Å) of the 2 atoms listed first:
1.6 1.7 0.8
0.3 0.4 -0.2

Computed properties:
HOMO-LUMO gap (alpha / beta) = 5.459 / 5.509 eV
HOMO level (alpha / beta) = -0.2101 / -0.2771 Ha
expectation value of S² = 8.80
multiplicity = 6


In order of appearance, largest force on an atom = 0.05996, 0.01051, 0.03107, 0.08872, 0.15397, 0.08883, 0.09503, 0.06645 hartree/bohr.
In order of appearance, total energy = -81635.8363, -86307.4565, -42740.8925, -6308.4372, -63605.1726, -27856.2368, -126583.9747, -140380.6718 eV.